(1)
{"formula": "C25H35N6O4OsP2SSe", "method": "ωB97M-V/def2-TZVPD", "symbols": ["Os", "Se", "S", "P", "P", "O", "O", "O", "O", "N", "N", "N", "N", "N", "N", "C", "C", "C", "C", "C", "C", "C", "C", "C", "C", "C", "C", "C", "C", "C", "C", "C", "C", "C", "C", "C", "C", "C", "C", "C", "H", "H", "H", "H", "H", "H", "H", "H", "H", "H", "H", "H", "H", "H", "H", "H", "H", "H", "H", "H", "H", "H", "H", "H", "H", "H", "H", "H", "H", "H", "H", "H", "H", "H", "H"], "positions_angstrom": [[0.753, -0.107, -0.263], [-0.771, -1.276, -2.413], [0.371, 2.152, 0.115], [-3.314, 0.983, 0.298], [-0.646, -0.458, 2.225], [-2.197, -1.295, -3.129], [-0.993, -1.178, -0.693], [0.236, -2.495, -2.665], [0.037, 0.195, -2.459], [2.981, 1.894, -0.591], [2.145, 4.007, -0.582], [-4.199, -1.401, 0.384], [-2.307, -2.592, 2.031], [2.653, 0.594, -0.393], [1.855, -1.889, -0.090], [-2.830, 1.292, -1.392], [-5.568, 1.155, 1.963], [4.073, -2.741, -0.280], [0.240, -1.797, 3.096], [-4.979, 1.698, 0.660], [3.588, -0.297, -0.387], [1.373, -3.130, -0.037], [1.961, 2.695, -0.421], [-3.328, -3.325, 1.510], [-5.408, -4.830, 0.419], [-3.195, -0.735, 0.879], [-1.648, -0.024, 4.822], [-5.337, -3.501, 0.119], [-5.924, 1.358, -0.511], [-2.210, -1.321, 1.734], [-1.048, 0.715, 3.626], [3.573, -4.035, -0.193], [-4.452, -5.431, 1.271], [-3.431, -4.700, 1.810], [0.267, 1.402, 4.016], [-4.292, -2.727, 0.666], [3.186, -1.686, -0.240], [2.211, -4.233, -0.079], [-4.789, 3.221, 0.756], [-2.017, 1.796, 3.154], [-0.439, -2.424, 3.666], [-1.649, 2.312, 2.261], [4.623, -0.008, -0.516], [-5.563, 1.746, -1.465], [-4.141, 3.495, 1.592], [-6.202, -5.438, 0.002], [1.369, 4.638, -0.543], [1.786, -5.226, -0.038], [-6.068, 0.284, -0.597], [-6.053, -3.016, -0.535], [-6.891, 1.827, -0.310], [-2.689, -5.139, 2.466], [-6.544, 1.624, 2.109], [0.771, -2.419, 2.383], [4.249, -4.881, -0.232], [-1.934, 0.702, 5.591], [3.043, 4.347, -0.882], [0.685, 1.964, 3.176], [-1.742, 1.313, -1.501], [0.977, -1.348, 3.763], [-5.766, 3.680, 0.919], [-3.006, 1.376, 2.956], [-4.535, -6.488, 1.493], [-5.719, 0.077, 1.923], [1.019, 0.697, 4.373], [-2.541, -0.590, 4.543], [0.068, 2.104, 4.833], [-0.933, -0.717, 5.270], [-2.142, 2.542, 3.945], [-4.958, 1.402, 2.835], [-3.257, 2.248, -1.692], [5.134, -2.554, -0.395], [0.296, -3.216, 0.015], [-4.377, 3.648, -0.163], [-3.210, 0.484, -2.026]], "forces_ev_per_a": [[-0.082, 0.497, 0.360], [0.173, 0.223, 0.281], [-0.015, 0.187, -0.020], [0.030, 0.161, 0.190], [0.068, -0.220, -0.155], [-0.260, 0.097, -0.074], [0.055, -0.157, -0.042], [0.056, -0.274, -0.153], [0.117, -0.240, -0.039], [0.155, 0.170, -0.014], [0.073, -0.019, -0.013], [0.056, 0.047, 0.049], [0.015, 0.125, 0.001], [-0.209, -0.082, -0.004], [-0.097, -0.131, -0.183], [0.017, -0.093, -0.099], [0.050, 0.020, 0.042], [0.099, -0.023, -0.006], [-0.029, 0.089, 0.077], [-0.099, 0.016, -0.117], [0.112, 0.023, -0.026], [-0.030, 0.083, -0.014], [-0.045, -0.088, 0.036], [-0.036, 0.154, -0.044], [-0.048, -0.002, -0.033], [-0.236, -0.185, -0.155], [0.010, -0.057, 0.069], [-0.051, 0.037, -0.033], [0.060, 0.026, 0.009], [0.030, -0.127, 0.107], [0.006, 0.084, -0.019], [0.077, -0.068, -0.004], [0.034, -0.045, 0.028], [0.046, -0.047, 0.049], [0.044, 0.057, 0.033], [0.097, -0.013, 0.044], [-0.016, -0.096, 0.059], [-0.026, -0.062, 0.004], [0.037, 0.009, 0.016], [-0.008, 0.021, -0.004], [-0.038, -0.008, 0.036], [-0.011, -0.008, 0.073], [-0.003, 0.039, -0.010], [0.003, -0.020, 0.037], [-0.038, -0.005, -0.055], [0.046, 0.037, 0.022], [-0.079, 0.060, 0.007], [0.019, 0.042, -0.006], [0.000, -0.021, -0.024], [0.051, -0.044, 0.038], [0.039, -0.001, 0.023], [-0.057, 0.016, -0.052], [0.037, -0.016, -0.010], [-0.004, -0.072, -0.070], [-0.035, 0.047, 0.000], [0.032, -0.058, -0.053], [0.030, 0.000, -0.011], [-0.028, -0.046, 0.063], [-0.131, 0.002, 0.024], [-0.014, -0.006, -0.059], [0.032, -0.017, -0.004], [0.055, 0.003, 0.002], [0.009, 0.063, -0.005], [0.011, 0.020, 0.003], [-0.023, 0.021, -0.007], [0.021, 0.032, 0.010], [0.027, -0.058, -0.081], [-0.066, 0.056, -0.019], [0.012, -0.036, -0.043], [-0.087, -0.030, -0.079], [0.020, 0.013, 0.009], [-0.067, -0.007, 0.008], [0.022, 0.003, 0.008], [-0.010, -0.033, 0.063], [-0.009, -0.066, -0.039]], "e_above_lowest_kcal_mol": 0.0, "homo_energy_ha": [-0.3558, -0.4101], "lumo_energy_ha": [-0.12661, -0.18237], "charge": 1, "total_energy_ev": -140840.47240, "homo_lumo_gap_ev": [6.236, 6.197], "multiplicity": 5}

(2)
{"formula": "C25H36BFIN10O4", "method": "ωB97M-V/def2-TZVPD", "symbols": ["I", "F", "O", "O", "O", "O", "N", "N", "N", "N", "N", "N", "N", "N", "N", "N", "C", "C", "C", "C", "C", "C", "C", "C", "C", "C", "C", "C", "C", "C", "C", "C", "C", "C", "C", "C", "C", "C", "C", "C", "C", "B", "H", "H", "H", "H", "H", "H", "H", "H", "H", "H", "H", "H", "H", "H", "H", "H", "H", "H", "H", "H", "H", "H", "H", "H", "H", "H", "H", "H", "H", "H", "H", "H", "H", "H", "H", "H"], "positions_angstrom": [[-0.509, -4.792, -1.619], [4.576, 3.078, -1.753], [-1.827, 1.717, -1.662], [0.883, -3.365, 0.674], [6.444, 1.941, -1.092], [-2.443, -0.647, -2.248], [1.196, 4.282, -0.715], [1.821, 9.022, -3.030], [3.890, -0.898, -1.139], [3.654, -4.953, -0.255], [-4.904, 0.585, 8.517], [0.501, 1.265, 0.961], [-2.643, -6.231, -4.411], [0.335, 0.192, 0.198], [-4.035, 0.974, 2.873], [-6.984, -0.675, 0.151], [-1.110, -0.271, 0.055], [2.363, 5.619, -2.734], [-4.201, -1.667, 2.409], [-4.392, 1.182, 7.629], [-4.723, -6.704, -2.775], [-3.561, -6.440, -3.688], [-0.169, 8.970, -1.223], [4.098, -6.049, -0.162], [-6.959, 2.018, 0.156], [0.943, 8.999, -2.232], [3.113, 1.138, 0.402], [1.825, 1.764, 1.093], [1.284, -0.614, -0.518], [0.967, -1.895, -1.411], [-4.107, -0.193, 2.668], [-3.744, 1.937, 6.506], [4.659, -7.436, -0.044], [5.636, -2.641, -0.251], [0.600, -3.219, -0.536], [1.712, 4.872, -1.607], [4.567, 1.768, 0.588], [-6.970, 0.517, 0.154], [5.260, 2.243, -0.787], [2.809, -0.166, -0.454], [4.110, -2.139, -0.268], [-1.800, 0.293, -1.336], [5.621, -3.755, 0.070], [-3.738, 3.005, 6.730], [-4.404, -7.328, -1.938], [-7.962, 2.396, 0.362], [-3.285, -2.021, 1.934], [-2.358, 2.127, -0.926], [4.754, -0.335, -1.199], [-1.023, 9.538, -1.596], [1.908, -2.201, -2.022], [-1.724, 0.224, 0.909], [5.280, 1.101, 1.210], [-6.632, 2.387, -0.817], [5.687, -7.391, 0.321], [1.995, 2.698, 1.751], [3.873, -1.786, 0.815], [-2.716, 1.596, 6.373], [4.437, 2.733, 1.223], [4.649, -7.925, -1.020], [-1.970, -1.516, -2.168], [0.161, -1.676, -2.217], [-0.478, 7.939, -1.042], [3.337, -2.972, -0.522], [-5.047, -1.874, 1.750], [-5.515, -7.219, -3.322], [6.205, -2.096, 0.596], [2.381, 6.687, -2.511], [-5.113, -5.761, -2.388], [3.387, 5.266, -2.871], [0.171, 9.411, -0.285], [-6.276, 2.383, 0.925], [-1.228, -1.399, 0.198], [-4.296, 1.772, 5.579], [1.805, 5.458, -3.658], [6.162, -2.578, -1.266], [-4.344, -2.201, 3.350], [4.059, -8.022, 0.654]], "forces_ev_per_a": [[0.645, 1.054, 0.345], [0.707, -1.977, 2.893], [-1.167, -2.977, 1.995], [-1.159, 0.958, -5.287], [-5.993, 1.322, 1.731], [2.708, 1.202, 2.061], [1.930, 2.103, -3.164], [-3.240, -0.147, 2.975], [-2.169, 0.626, 1.993], [1.441, -4.842, 0.343], [1.890, 2.179, -3.283], [4.301, 0.562, -0.270], [-3.306, -0.724, 2.775], [1.057, -2.809, -1.671], [-0.192, -4.230, -0.837], [0.189, 4.889, 0.073], [-1.094, 0.486, 0.762], [-0.378, -0.471, 0.727], [-0.033, 0.836, 0.147], [-1.320, -1.541, 2.317], [0.722, 0.164, -0.582], [2.369, 0.536, -1.874], [0.693, 0.039, -0.632], [-1.218, 2.769, -0.257], [-0.003, -0.924, -0.001], [2.248, 0.128, -2.067], [-4.038, -1.880, -0.592], [1.275, -1.895, -1.857], [3.238, 2.033, 0.838], [-0.260, -0.058, -0.052], [0.133, 2.996, 0.509], [-0.457, -0.475, 0.707], [-0.340, 0.867, -0.065], [-0.454, -0.624, 0.590], [0.800, 0.181, 3.745], [-1.274, -1.547, 2.240], [-1.186, 1.099, -0.003], [-0.046, -3.618, -0.004], [4.830, -0.797, -2.084], [-0.908, 2.805, 1.334], [0.107, -0.349, 1.255], [-1.110, 0.357, -2.174], [0.023, 2.001, -0.645], [-0.033, -0.138, 0.045], [0.025, 0.055, -0.131], [0.089, -0.119, -0.023], [-0.047, 0.088, 0.089], [1.058, -0.030, -0.971], [-0.718, -0.280, 0.211], [0.142, -0.047, -0.024], [-1.385, 0.810, 1.176], [1.277, -0.741, -1.238], [-1.072, 0.907, -1.578], [-0.054, -0.123, 0.070], [-0.120, 0.076, -0.039], [-0.737, -1.762, -1.237], [0.384, -0.979, -1.556], [-0.126, -0.006, 0.063], [0.132, -1.520, -1.143], [-0.035, 0.135, 0.074], [-1.098, 0.858, -0.058], [1.234, -0.426, 1.555], [0.085, 0.085, -0.067], [1.820, 1.795, 0.272], [0.029, 0.163, 0.049], [0.135, 0.063, 0.004], [-0.754, -0.656, -1.713], [-0.035, -0.138, -0.022], [0.081, -0.068, -0.096], [-0.132, -0.044, 0.092], [0.029, -0.032, -0.143], [-0.060, -0.140, -0.032], [0.609, 1.564, -0.217], [0.048, -0.018, 0.112], [0.000, -0.007, 0.149], [-0.784, 0.099, 1.497], [0.040, 0.134, -0.058], [0.015, 0.143, -0.065]], "homo_energy_ha": -0.4626, "lumo_energy_ha": -0.16538, "charge": 1, "total_energy_ev": -61081.63449, "homo_lumo_gap_ev": 8.087, "multiplicity": 1}

(3)
{"formula": "C25H36F15N4O10S", "method": "ωB97M-V/def2-TZVPD", "symbols": ["S", "F", "F", "F", "F", "F", "F", "F", "F", "F", "F", "F", "F", "F", "F", "F", "O", "O", "O", "O", "O", "O", "O", "O", "O", "O", "N", "N", "N", "N", "C", "C", "C", "C", "C", "C", "C", "C", "C", "C", "C", "C", "C", "C", "C", "C", "C", "C", "C", "C", "C", "C", "C", "C", "C", "H", "H", "H", "H", "H", "H", "H", "H", "H", "H", "H", "H", "H", "H", "H", "H", "H", "H", "H", "H", "H", "H", "H", "H", "H", "H", "H", "H", "H", "H", "H", "H", "H", "H", "H", "H"], "positions_angstrom": [[-7.209, 0.055, -2.857], [4.701, -2.215, -2.679], [2.216, 5.735, -3.653], [-5.362, 4.871, 0.916], [3.995, 5.880, -2.419], [6.315, -3.124, 5.493], [4.630, -3.954, 4.415], [2.139, 6.787, -1.763], [-3.869, 6.338, 0.365], [2.651, -2.673, -2.159], [3.448, -0.695, -1.787], [5.402, -4.972, 6.162], [-3.870, 4.388, -0.584], [-4.103, -3.386, -4.707], [-4.795, -4.573, -3.039], [-3.588, -2.809, -2.684], [-3.067, 5.221, 2.679], [-1.577, -4.096, -4.282], [3.395, -1.969, 0.535], [3.288, -2.311, 6.029], [4.540, -3.036, 7.765], [2.529, 3.398, -2.456], [5.132, -3.207, -0.217], [1.871, 4.405, -0.548], [-2.617, 3.375, 1.451], [-2.379, -5.750, -2.966], [-2.442, 0.653, -3.239], [-1.936, 0.579, -1.121], [-0.973, -1.085, -2.624], [-3.102, 1.659, -2.635], [4.766, -1.502, 2.503], [2.265, 2.103, -1.884], [4.186, -2.948, 6.499], [-6.249, 1.570, -2.638], [2.666, 5.745, -2.394], [3.747, -2.278, 8.709], [-0.297, -4.771, -4.399], [2.488, -3.024, 9.085], [3.671, -2.353, 1.908], [-2.491, -4.719, -3.553], [-4.002, 2.547, -3.381], [4.206, -2.473, -0.377], [-2.228, 4.764, 3.774], [-0.775, 5.089, 3.515], [-2.768, 1.584, -1.353], [-4.086, 5.049, 0.575], [5.155, -3.778, 5.630], [-0.336, -5.835, -5.470], [-3.780, -3.871, -3.506], [-3.143, 4.439, 1.633], [2.292, 4.436, -1.665], [-1.738, 0.000, -2.294], [3.757, -2.004, -1.777], [-5.241, 1.759, -3.792], [0.794, 1.764, -1.961], [-0.060, -0.973, -3.026], [4.396, -2.144, 9.570], [-2.388, 3.698, 3.926], [1.832, -3.147, 8.224], [-1.336, -2.013, -2.498], [-3.147, 2.289, -0.626], [0.209, 2.468, -1.369], [-2.603, 5.292, 4.646], [0.410, -3.984, -4.653], [-5.710, 1.491, -1.693], [-4.240, 3.376, -2.715], [4.513, -0.444, 2.423], [-0.018, -5.182, -3.430], [2.731, -2.207, 2.435], [0.606, 0.764, -1.583], [-0.397, 4.549, 2.646], [-6.942, 2.408, -2.618], [-1.034, -6.630, -5.207], [-0.651, -5.408, -6.422], [-4.933, 0.761, -4.116], [-2.525, 0.452, -4.225], [2.851, 1.403, -2.467], [3.916, -3.412, 1.942], [-6.242, -0.780, -2.463], [-0.650, 6.156, 3.331], [2.625, 2.070, -0.857], [-0.177, 4.810, 4.381], [0.654, -6.272, -5.592], [-5.728, 2.217, -4.653], [0.456, 1.839, -3.001], [2.732, -4.015, 9.469], [-3.457, 2.957, -4.232], [1.948, -2.474, 9.855], [4.899, -1.744, 3.550], [3.528, -1.297, 8.290], [5.713, -1.659, 1.986]], "forces_ev_per_a": [[-0.419, -0.003, 0.033], [-0.038, -0.003, 0.008], [0.009, 0.033, 0.013], [0.014, -0.013, -0.029], [-0.005, 0.018, -0.021], [-0.001, 0.009, -0.013], [0.042, -0.125, 0.037], [0.027, 0.003, -0.015], [0.004, -0.049, -0.019], [-0.046, -0.011, -0.007], [0.021, -0.093, 0.002], [-0.002, 0.013, -0.029], [-0.203, 0.140, -0.248], [0.013, 0.023, 0.024], [0.056, 0.068, 0.012], [0.056, 0.109, 0.072], [-0.063, -0.051, -0.070], [-0.018, 0.144, 0.111], [-0.036, -0.023, -0.087], [-0.020, 0.027, -0.057], [0.046, -0.003, -0.046], [0.026, 0.066, 0.031], [0.058, -0.037, -0.050], [-0.049, 0.035, 0.040], [0.003, -0.091, -0.033], [-0.043, -0.016, 0.013], [-0.062, 0.049, 0.053], [0.024, -0.326, 0.356], [-0.035, -0.007, 0.031], [0.239, 0.230, -0.298], [0.119, 0.269, -0.338], [0.019, -0.383, 0.090], [0.024, 0.023, 0.103], [0.633, -0.195, -0.484], [-0.039, -0.005, 0.021], [-0.158, 0.182, 0.303], [0.407, -0.161, -0.085], [0.010, -0.151, -0.159], [-0.012, -0.095, 0.475], [0.044, -0.058, -0.016], [-0.255, 0.081, -0.007], [-0.082, 0.031, 0.122], [0.251, -0.070, 0.385], [-0.040, 0.056, -0.240], [-0.214, 0.185, 0.162], [0.095, -0.014, 0.064], [-0.036, -0.082, -0.003], [-0.232, 0.010, -0.031], [-0.176, -0.145, -0.113], [0.000, 0.114, 0.167], [0.006, -0.078, -0.054], [-0.030, -0.189, -0.477], [0.047, 0.044, -0.071], [-0.211, -0.186, 0.123], [-0.034, 0.457, -0.168], [0.011, 0.044, 0.034], [0.083, -0.082, -0.050], [-0.037, -0.019, -0.140], [-0.011, 0.063, 0.002], [0.027, 0.020, 0.111], [0.125, -0.059, 0.094], [0.008, -0.064, 0.078], [-0.083, 0.080, -0.085], [-0.091, 0.081, -0.024], [-0.189, 0.222, 0.118], [0.037, -0.062, 0.011], [-0.052, -0.013, 0.039], [-0.126, -0.014, 0.034], [-0.047, 0.064, -0.108], [0.175, -0.050, 0.118], [0.005, -0.051, 0.036], [-0.033, -0.030, 0.245], [0.046, -0.023, 0.049], [0.072, 0.019, -0.015], [0.037, 0.089, -0.145], [-0.030, -0.014, -0.007], [0.090, 0.144, -0.134], [0.060, 0.001, -0.136], [0.069, -0.051, 0.012], [0.006, 0.011, 0.076], [-0.020, 0.129, 0.020], [-0.011, -0.004, 0.024], [0.019, 0.012, 0.013], [0.051, 0.087, 0.045], [0.026, -0.090, 0.003], [0.012, 0.029, 0.067], [0.068, -0.109, 0.033], [0.012, 0.015, 0.015], [-0.036, -0.008, 0.066], [-0.001, -0.047, -0.123], [-0.003, -0.079, 0.035]], "homo_energy_ha": -0.4356, "lumo_energy_ha": -0.11220, "charge": 1, "total_energy_ev": -104537.54761, "homo_lumo_gap_ev": 8.801, "multiplicity": 1}